No. 1
Density functional theory data (ωB97M-V/def2-TZVPD) for 21 unconnected molecules or ions with the total composition H42O21.

- Gap between HOMO and LUMO: 9.69 eV
- Lowest unoccupied orbital energy: -0.42 eV

Each line ends with the Mulliken charge.
CARTESIAN COORDINATES (ANGSTROEM)
O 1.561 -0.336 -0.576  -0.1208
H 1.943 -0.616 0.267  -0.0468
H 1.590 0.611 -0.419  0.3108
O 3.058 -3.203 1.254  -0.7424
H 2.141 -3.135 0.928  0.3490
H 2.975 -2.857 2.167  0.4289
O -1.382 3.843 0.480  -0.5502
H -1.948 4.522 0.864  0.2592
H -2.018 3.357 -0.070  0.2945
O 4.396 -1.111 0.301  -0.6873
H 3.939 -1.987 0.272  0.3269
H 5.191 -1.121 0.836  0.2718
O -1.176 -1.280 -0.043  0.4638
H -0.935 -2.179 -0.238  -0.0361
H -2.087 -1.021 -0.171  -0.1803
O -0.111 -0.483 2.231  -0.5272
H -0.218 -0.678 3.168  0.2886
H -0.482 -1.204 1.705  0.2700
O 0.290 -3.857 0.029  -0.6618
H 0.245 -4.736 0.406  0.2728
H 0.077 -3.875 -0.919  0.3370
O -3.136 1.132 3.067  -0.6544
H -3.700 1.721 2.569  0.3453
H -2.404 0.861 2.517  0.3155
O 2.330 -1.341 3.161  -0.8020
H 1.380 -1.135 3.105  0.5911
H 2.575 -0.789 2.408  0.1523
O 4.704 1.503 1.749  -0.6405
H 4.260 0.671 1.955  0.3065
H 5.023 1.242 0.873  0.3228
O 0.872 2.284 1.489  -0.6123
H 0.578 2.004 0.617  0.2526
H 1.272 1.501 1.879  0.2624
O -4.046 -0.682 -1.403  -0.6277
H -3.454 -1.433 -1.483  0.2236
H -4.183 -0.223 -2.235  0.3123
O -3.229 1.508 0.256  -0.5548
H -2.517 1.015 0.664  0.2056
H -3.770 0.862 -0.239  0.3298
O -1.861 0.522 -2.380  -0.5958
H -1.559 -0.263 -1.921  0.3346
H -1.431 1.321 -2.075  0.2832
O -0.569 -2.759 -2.415  -0.6702
H 0.358 -2.513 -2.354  0.2970
H -0.729 -2.965 -3.341  0.2681
O 3.637 -0.056 -2.197  -0.6891
H 3.670 -0.475 -1.321  0.4642
H 2.762 -0.367 -2.450  0.2784
O 1.191 3.705 -1.095  -0.6359
H 1.294 3.832 -0.122  0.4164
H 0.237 3.599 -0.990  0.1625
O -3.414 -1.054 2.103  -0.5432
H -3.879 -1.233 1.289  0.2588
H -3.846 -0.879 2.935  0.3054
O -3.066 -3.442 -0.051  -0.5611
H -3.850 -3.749 -0.488  0.2874
H -2.258 -3.949 0.006  0.2308
O -0.454 4.074 -3.252  -0.5853
H -1.024 3.721 -3.931  0.2953
H -0.605 4.856 -2.729  0.2874
O 0.783 1.515 -2.511  -0.5202
H 1.746 1.424 -2.552  0.2649
H 0.740 2.499 -2.433  0.3178

No. 2
Density functional theory data (ωB97M-V/def2-TZVPD) for 22 unconnected molecules or ions with the total composition H44O22.

- Gap between HOMO and LUMO: 10.56 eV
- Lowest unoccupied orbital energy: 0.21 eV

Each line ends with the Mulliken charge.
CARTESIAN COORDINATES (ANGSTROEM)
O -2.865 0.405 -2.809  -0.6426
H -3.657 0.894 -3.121  0.2780
H -2.351 1.041 -2.249  0.4369
O 2.917 0.480 -0.226  -0.7679
H 2.036 0.086 -0.012  0.4332
H 2.843 1.404 0.086  0.4007
O 2.072 3.625 0.179  -0.7007
H 1.931 3.747 -0.735  0.3113
H 2.934 3.995 0.514  0.3906
O -0.963 -3.299 0.687  -0.5644
H -1.424 -2.800 -0.012  0.3334
H -1.737 -3.731 1.081  0.2114
O 1.998 0.881 -2.812  -0.7456
H 2.411 0.611 -1.949  0.4559
H 1.586 0.090 -3.137  0.2955
O 0.756 2.766 2.170  -0.7614
H 1.134 3.220 1.385  0.3811
H -0.178 2.918 2.055  0.3985
O 0.145 -1.172 -3.266  -0.6270
H 0.096 -2.008 -3.767  0.2844
H -0.662 -0.708 -3.498  0.3039
O -2.636 -1.422 4.403  -0.6910
H -2.464 -1.033 5.227  0.2748
H -1.887 -1.992 4.207  0.2930
O 1.299 -3.817 -0.588  -0.6348
H 2.127 -3.755 -0.144  0.2794
H 0.706 -3.996 0.148  0.2888
O -3.420 -3.299 2.255  -0.6178
H -3.446 -2.748 3.041  0.3646
H -4.188 -3.287 1.671  0.2871
O 4.122 4.503 1.523  -0.6730
H 3.889 3.888 2.244  0.3620
H 4.347 5.225 2.050  0.3029
O 1.871 0.124 2.780  -0.7045
H 1.387 0.958 2.542  0.3834
H 2.537 0.038 2.091  0.3280
O -1.991 0.148 1.769  -0.5889
H -1.421 -0.277 1.113  0.2645
H -2.145 -0.579 2.397  0.3355
O 3.111 2.851 3.577  -0.7078
H 3.148 1.899 3.727  0.3235
H 2.185 2.973 3.312  0.4264
O -2.379 -2.249 -1.607  -0.6792
H -1.807 -2.273 -2.406  0.2355
H -2.561 -1.311 -1.476  0.3234
O -1.858 3.192 1.386  -0.6823
H -2.555 3.848 1.528  0.2575
H -2.339 2.336 1.462  0.3031
O 0.699 -3.719 -3.328  -0.6024
H 1.101 -3.679 -2.473  0.3227
H 1.068 -4.528 -3.739  0.2826
O -2.437 -2.760 -4.516  -0.6477
H -1.901 -3.505 -4.300  0.3211
H -3.112 -2.745 -3.800  0.3527
O 1.061 3.312 -2.368  -0.7816
H 1.266 2.410 -2.746  0.4327
H 1.261 3.924 -3.097  0.2781
O -1.462 2.435 -1.593  -0.7682
H -0.564 2.658 -1.887  0.3960
H -1.530 2.665 -0.681  0.3666
O -0.009 -1.947 2.933  -0.6614
H -0.272 -2.223 2.007  0.2530
H 0.760 -1.306 2.760  0.5405
O 0.391 -0.921 -0.363  -0.1570
H 0.762 -1.808 -0.310  0.2552
H 0.266 -0.653 -1.294  0.0576

No. 3
Density functional theory data (ωB97M-V/def2-TZVPD) for 23 unconnected molecules or ions with the total composition H46O23.

- Gap between HOMO and LUMO: 8.79 eV
- Lowest unoccupied orbital energy: -0.96 eV

Each line ends with the Mulliken charge.
CARTESIAN COORDINATES (ANGSTROEM)
O -2.561 4.670 -0.465  -0.6470
H -2.816 3.766 -0.646  0.4842
H -2.182 4.982 -1.287  0.2892
O 0.603 3.595 -3.618  -0.6403
H -0.178 3.084 -3.407  0.3601
H 1.315 2.955 -3.622  0.3341
O -3.066 1.978 -0.808  -0.7452
H -3.461 1.106 -0.782  0.2346
H -2.250 1.886 -0.316  0.3636
O -1.395 2.043 1.495  -0.4530
H -1.207 1.845 2.413  0.1125
H -1.419 3.000 1.457  0.3346
O 1.185 3.701 1.955  -0.6132
H 1.161 4.118 1.093  0.3277
H 1.436 2.795 1.777  0.3610
O 4.920 -0.596 -0.060  -0.6008
H 5.530 -0.601 -0.797  0.3244
H 4.315 -1.315 -0.243  0.3820
O 2.980 -3.368 3.967  -0.6458
H 3.601 -2.670 4.175  0.3280
H 2.233 -2.916 3.574  0.4418
O 0.241 -4.742 -3.539  -0.6536
H -0.481 -4.489 -4.114  0.3289
H 0.745 -5.375 -4.051  0.3109
O 3.198 -2.609 -0.682  -0.7086
H 2.358 -2.424 -0.261  0.3270
H 3.512 -3.404 -0.251  0.3058
O -1.578 -0.515 3.879  -0.5989
H -1.206 -1.381 4.046  0.2885
H -2.445 -0.693 3.513  0.2823
O 0.273 1.218 4.822  -0.6064
H -0.325 0.784 4.213  0.4012
H -0.109 1.060 5.685  0.2557
O 1.769 -2.338 -4.254  -0.6241
H 1.420 -3.031 -3.693  0.3262
H 1.093 -2.203 -4.918  0.3073
O -5.547 -3.180 -1.209  -0.6266
H -6.076 -3.218 -2.006  0.3233
H -5.159 -2.305 -1.220  0.3062
O -2.742 -6.070 -0.753  -0.6093
H -1.882 -5.686 -0.583  0.3044
H -3.131 -5.503 -1.419  0.3044
O 1.175 5.225 -0.640  -0.6479
H 1.105 4.289 -0.832  0.2953
H 0.508 5.633 -1.191  0.2923
O 2.028 1.466 0.496  -0.5768
H 2.477 0.910 1.134  0.2932
H 2.463 1.275 -0.335  0.2220
O -0.160 -1.614 -2.278  -0.5186
H 0.513 -1.508 -2.950  0.3040
H -0.833 -2.153 -2.695  0.1987
O -4.491 1.389 1.729  -0.5597
H -4.853 0.940 2.493  0.2696
H -3.721 1.849 2.063  0.3229
O 0.025 -0.985 0.287  -0.4264
H 0.186 -0.079 0.022  0.1906
H -0.382 -1.390 -0.479  0.3035
O -1.926 2.656 -3.207  -0.5854
H -2.658 2.754 -2.598  0.2757
H -2.319 2.760 -4.074  0.2495
O 2.984 2.320 4.019  -0.5942
H 2.788 2.889 4.763  0.2894
H 2.259 1.695 3.997  0.3047
O 2.880 0.113 -2.320  -0.5636
H 3.130 -0.370 -1.532  0.2729
H 2.653 -0.566 -2.955  0.2527
O 0.693 -2.329 2.977  -0.8108
H 0.503 -1.922 2.131  0.3441
H 0.300 -3.200 2.917  0.3247

No. 4
Density functional theory data (ωB97M-V/def2-TZVPD) for a single H4INP2 molecule.

- Gap between HOMO and LUMO (alpha / beta): 6.71 / 6.78 eV
- SMILES: [PH2]#[PH]NI
- Lowest unoccupied orbital energy (alpha / beta): -1.90 / -1.95 eV

Each line ends with the Mulliken charge.
CARTESIAN COORDINATES (ANGSTROEM)
P 1.301 -0.205 -0.356  -0.1071
P -0.520 -1.309 0.141  0.1195
N -1.376 0.131 0.247  -0.5646
I -3.839 0.019 -0.042  0.0253
H 0.678 0.945 -0.833  0.1017
H 1.491 0.339 0.918  0.0510
H -0.791 -1.525 -1.220  0.0586
H -1.389 0.469 1.209  0.3157

No. 5
Density functional theory data (ωB97M-V/def2-TZVPD) for a molecular structure, H4IO2.

- Gap between HOMO and LUMO: 7.70 eV
- Lowest unoccupied orbital energy: 3.79 eV
- Net charge: -1

Each line ends with the Mulliken charge.
CARTESIAN COORDINATES (ANGSTROEM)
I -0.317 1.969 0.519  -0.8406
O -0.586 -0.836 1.078  -0.6713
H -0.525 0.101 1.261  0.2737
H 0.310 -1.099 0.870  0.3297
O 0.731 -0.069 -1.396  -0.6294
H -0.052 -0.552 -1.660  0.3202
H 0.439 0.486 -0.673  0.2176

No. 6
Density functional theory data (ωB97M-V/def2-TZVPD) for a molecular structure, H4IO2.

- Gap between HOMO and LUMO: 7.73 eV
- Lowest unoccupied orbital energy: 3.77 eV
- Net charge: -1

Each line ends with the Mulliken charge.
CARTESIAN COORDINATES (ANGSTROEM)
I 20.977 -16.402 -11.084  -0.8937
O 20.660 -19.134 -10.568  -0.6720
H 19.956 -18.927 -9.955  0.2808
H 21.037 -18.285 -10.798  0.3631
O 23.728 -16.349 -12.377  -0.6272
H 23.544 -16.824 -13.188  0.3039
H 22.877 -16.274 -11.945  0.2451

Going through the records in order, we get energy values of -1605.15128 -1681.78674 -1758.09481 -1037.46819 -450.64322 -450.63766 Eh.